{"formula": "C2H2N4", "method": "wB97M-V/def2-TZVPD", "total_energy_ev": -8064.0449, "homo_lumo_gap_ev": 8.84, "smiles": "c1nncnn1", "lumo_energy_ev": -0.960, "max_force_ha_per_bohr": 0.03975, "total_charge": 0, "elements": ["C", "C", "H", "H", "N", "N", "N", "N"], "coordinates": [[1.21, -0.35, -0.02], [-1.17, 0.39, 0.00], [2.24, -0.74, -0.04], [-2.25, 0.67, -0.05], [0.24, -1.32, 0.06], [-1.00, -0.93, 0.00], [-0.26, 1.35, 0.04], [1.00, 0.93, 0.01]]}

***

{"formula": "C4H8NO", "method": "wB97M-V/def2-TZVPD", "total_energy_ev": -7802.7446, "homo_lumo_gap_ev": 4.65, "lumo_energy_ev": -8.526, "max_force_ha_per_bohr": 0.08238, "total_charge": 1, "elements": ["C", "C", "C", "C", "N", "O", "H", "H", "H", "H", "H", "H", "H", "H"], "coordinates": [[3.22, -0.93, -0.41], [5.82, 0.28, 0.21], [2.00, -1.76, -0.67], [-5.06, 2.42, 0.04], [4.20, -1.32, 0.20], [6.63, 1.03, 0.26], [3.27, 0.08, -0.86], [-4.02, 2.08, 0.01], [1.92, -2.06, -1.72], [2.23, -2.78, -0.20], [1.01, -1.49, -0.27], [-5.83, 2.23, 0.85], [-5.51, 1.73, -0.73], [-4.97, 3.50, 0.02]]}

***

{"formula": "CH3Cl2OPS", "method": "wB97M-V/def2-TZVPD", "total_energy_ev": -48304.0875, "homo_lumo_gap_ev": 10.06, "smiles": "CSP(=O)(Cl)Cl", "lumo_energy_ev": 0.032, "max_force_ha_per_bohr": 0.06188, "total_charge": 0, "elements": ["C", "O", "P", "S", "Cl", "Cl", "H", "H", "H"], "coordinates": [[-1.56, 0.01, 0.34], [0.64, 1.05, -1.12], [1.29, 0.06, -0.29], [0.02, -0.58, 1.27], [2.96, 0.78, 0.45], [1.80, -1.52, -1.48], [-2.34, -0.51, 0.82], [-1.32, -0.32, -0.64], [-1.49, 1.02, 0.65]]}

***

{"formula": "C21H30As2N3OReSe", "method": "wB97M-V/def2-TZVPD", "multiplicity": 2, "total_energy_ev": -217909.5093, "homo_lumo_gap_ev": [5.27, 5.90], "lumo_energy_ev": [-11.475, -10.852], "s2": 0.79, "max_force_ha_per_bohr": 0.05188, "total_charge": 3, "elements": ["Re", "C", "As", "C", "C", "C", "C", "C", "C", "C", "As", "C", "C", "H", "H", "H", "H", "H", "H", "H", "H", "H", "H", "H", "H", "H", "H", "H", "H", "N", "C", "O", "C", "C", "H", "H", "H", "H", "H", "H", "C", "N", "C", "Se", "N", "C", "C", "C", "C", "C", "C", "H", "H", "H", "H", "H", "H", "H", "H"], "coordinates": [[-0.45, 0.62, -1.40], [3.29, 1.31, -1.64], [1.88, 0.64, -0.46], [2.68, -0.90, 0.45], [1.64, 2.07, 0.85], [2.26, 2.06, 2.10], [2.03, 3.10, 2.99], [1.20, 4.16, 2.64], [0.61, 4.19, 1.38], [0.81, 3.15, 0.49], [-0.16, 3.12, -1.21], [-1.89, 3.92, -0.83], [0.68, 4.45, -2.39], [4.28, 1.17, -1.17], [3.14, 2.38, -1.80], [3.27, 0.80, -2.60], [3.65, -0.60, 0.84], [2.83, -1.71, -0.27], [2.04, -1.25, 1.27], [2.90, 1.24, 2.38], [2.50, 3.09, 3.96], [1.01, 4.96, 3.34], [-0.02, 5.02, 1.10], [-2.38, 3.38, -0.01], [-2.52, 3.88, -1.72], [-1.75, 4.97, -0.54], [1.28, 5.12, -1.76], [-0.11, 5.02, -2.87], [1.33, 4.01, -3.15], [-3.55, 0.68, -4.24], [-2.45, 0.51, -3.54], [-2.34, 0.96, -2.38], [-1.29, -0.27, -4.13], [0.02, 0.25, -3.53], [-4.34, 1.18, -3.84], [-3.66, 0.33, -5.18], [-1.26, -0.21, -5.22], [-1.44, -1.32, -3.86], [0.28, 1.22, -3.97], [0.84, -0.46, -3.69], [-1.66, -1.64, 3.00], [-1.22, -2.68, 2.11], [-1.03, -2.60, 0.78], [-1.62, -1.22, -0.34], [-0.61, -3.80, 0.33], [-0.53, -4.68, 1.38], [-0.16, -6.02, 1.46], [-0.20, -6.59, 2.72], [-0.57, -5.86, 3.86], [-0.94, -4.53, 3.79], [-0.92, -3.95, 2.53], [-1.67, -0.68, 2.48], [-1.00, -1.59, 3.86], [-2.67, -1.85, 3.35], [-0.41, -4.03, -0.64], [0.13, -6.58, 0.59], [0.04, -7.63, 2.83], [-0.57, -6.35, 4.82], [-1.23, -3.99, 4.67]]}

***

{"formula": "C5H8O", "method": "wB97M-V/def2-TZVPD", "total_energy_ev": -7357.5588, "homo_lumo_gap_ev": 9.61, "lumo_energy_ev": 0.902, "max_force_ha_per_bohr": 0.00914, "total_charge": 0, "elements": ["C", "C", "C", "O", "C", "C", "H", "H", "H", "H", "H", "H", "H", "H"], "coordinates": [[-1.20, 0.63, -0.85], [-1.17, -0.23, 0.26], [0.66, -0.65, 1.06], [0.83, -2.01, 0.91], [1.47, 0.24, 0.38], [1.41, 1.09, -0.57], [0.21, 1.06, -0.95], [-1.63, 1.63, -0.75], [-1.30, 0.20, -1.85], [-1.33, -1.29, 0.11], [-1.60, 0.15, 1.19], [0.42, -0.43, 2.10], [1.18, -2.17, 0.02], [2.06, 1.79, -1.05]]}

***

{"formula": "H5OPSi", "method": "wB97M-V/def2-TZVPD", "total_energy_ev": -19291.9536, "homo_lumo_gap_ev": [7.21, 7.21], "lumo_energy_ev": [-1.237, -1.241], "max_force_ha_per_bohr": 0.05280, "total_charge": 0, "elements": ["O", "Si", "P", "H", "H", "H", "H", "H"], "coordinates": [[-0.19, -0.10, -1.34], [0.06, 0.73, 0.05], [1.51, -2.69, 1.17], [-1.34, 1.08, 0.37], [0.92, 1.88, 0.10], [0.59, -0.32, 1.14], [0.11, -2.70, 0.49], [-0.98, 0.08, -1.84]]}

***

{"formula": "Cl2H38LiO19", "method": "wB97M-V/def2-TZVPD", "total_energy_ev": -64778.2088, "homo_lumo_gap_ev": 7.40, "lumo_energy_ev": 1.510, "max_force_ha_per_bohr": 0.02182, "total_charge": -1, "elements": ["Li", "Cl", "Cl", "O", "H", "H", "O", "H", "H", "O", "H", "H", "O", "H", "H", "O", "H", "H", "O", "H", "H", "O", "H", "H", "O", "H", "H", "O", "H", "H", "O", "H", "H", "O", "H", "H", "O", "H", "H", "O", "H", "H", "O", "H", "H", "O", "H", "H", "O", "H", "H", "O", "H", "H", "O", "H", "H", "O", "H", "H"], "coordinates": [[-0.09, 0.19, 2.86], [0.41, 0.17, 0.33], [-0.18, 1.88, 4.61], [-0.66, -3.84, 3.41], [-1.19, -3.24, 2.89], [-0.99, -3.74, 4.30], [-1.95, -0.42, 2.70], [-1.79, -0.89, 1.89], [-2.77, -0.79, 3.04], [2.39, -2.56, 0.69], [1.77, -1.83, 0.78], [3.16, -2.16, 0.28], [1.19, 1.38, -2.44], [0.69, 2.02, -2.94], [0.60, 1.12, -1.73], [-1.05, -1.30, -2.27], [-1.18, -2.21, -2.00], [-0.48, -0.93, -1.60], [5.73, -0.35, 0.28], [5.02, -0.12, -0.32], [5.41, -0.08, 1.14], [0.93, -1.42, 3.45], [0.46, -2.20, 3.74], [1.85, -1.63, 3.61], [-1.77, 2.68, -0.45], [-1.46, 3.52, -0.11], [-1.04, 2.08, -0.31], [0.24, -3.64, -0.99], [0.94, -3.31, -0.42], [-0.12, -4.38, -0.51], [-3.34, -0.59, -3.43], [-2.61, -0.99, -2.96], [-3.43, 0.27, -3.03], [3.39, 2.52, 2.24], [3.67, 1.61, 2.18], [3.41, 2.72, 3.18], [1.15, 4.01, 1.33], [0.54, 3.85, 2.05], [1.80, 3.31, 1.40], [-3.97, 0.62, -0.30], [-3.12, 1.05, -0.34], [-3.80, -0.29, -0.53], [0.57, 5.33, -1.15], [-0.03, 4.68, -1.51], [0.98, 4.89, -0.40], [2.76, -0.27, -3.97], [2.20, 0.27, -3.41], [3.39, 0.35, -4.34], [-3.88, 3.09, -2.19], [-4.10, 4.02, -2.10], [-3.07, 2.98, -1.69], [-4.14, -2.02, -0.73], [-3.39, -2.59, -0.56], [-4.56, -2.41, -1.50], [3.61, -0.60, -1.19], [2.65, -0.51, -1.15], [3.79, -0.74, -2.12], [-1.73, -2.60, 0.98], [-0.87, -2.44, 0.58], [-1.94, -3.50, 0.73]]}

***

{"formula": "C9H8N2O2S", "method": "wB97M-V/def2-TZVPD", "total_energy_ev": -27368.3498, "homo_lumo_gap_ev": 8.06, "lumo_energy_ev": -0.639, "max_force_ha_per_bohr": 0.14736, "total_charge": 0, "elements": ["C", "C", "C", "C", "C", "C", "C", "C", "C", "N", "N", "O", "O", "S", "H", "H", "H", "H", "H", "H", "H", "H"], "coordinates": [[-2.90, 2.32, 0.88], [-3.62, 1.24, 0.58], [-1.20, 0.80, 0.89], [0.49, 0.47, 0.79], [-1.46, 2.14, 0.98], [0.66, 3.02, 1.25], [1.46, -0.86, -1.70], [0.71, -1.25, -0.70], [0.96, -0.91, 0.71], [-0.61, 3.16, 1.31], [1.12, 1.61, 0.91], [1.63, 3.72, 1.57], [-2.52, -1.04, -0.46], [-2.65, -0.28, 0.75], [-3.29, 3.30, 1.00], [-4.79, 1.28, 0.54], [1.20, -1.32, -2.69], [2.45, -0.33, -1.70], [-0.15, -1.93, -0.86], [2.12, -0.78, 0.67], [0.38, -1.62, 1.44], [2.17, 1.74, 0.82]]}